Record 1
Computed, not measured: Br2H4Si2 in the gas phase in a non-equilibrium geometry, with ωB97M-V/def2-TZVPD.

```
8
Properties=species:S:1:pos:R:3
Si -1.13481 0.94376 -0.68269
Si 0.91650 0.37229 0.94775
Br 2.27442 2.02559 1.30693
Br -3.36931 2.20383 -1.46779
H -0.35746 1.63117 -1.63022
H -1.84534 -0.25242 -0.97419
H 0.51052 0.01889 2.24827
H 1.66023 -0.54720 0.19106
```

2S+1 ... 3
Kohn-Sham gap (spin up / spin down) ... 7.32 / 4.77 eV
ΔE to the lowest compared entry with this formula, charge and spin ... 87.5 kJ/mol
Total charge ... 0

***

Record 2
Computed, not measured: a molecular structure, Br2Li3, with ωB97M-V/def2-TZVPD.

```
5
Properties=species:S:1:pos:R:3
Li 0.12817 -4.37245 1.42104
Li -0.89347 4.31717 -1.38990
Li 0.40586 -0.02386 -0.02810
Br 0.19118 -2.18024 0.77430
Br 0.16826 2.25938 -0.77735
```

Kohn-Sham gap ... 9.41 eV
Total charge ... +1

***

Record 3
Computed, not measured: a molecular structure, Br3ClHNP2 in a non-equilibrium geometry, with ωB97M-V/def2-TZVPD.

```
8
Properties=species:S:1:pos:R:3
N -0.14419 0.43603 -0.61216
P 1.34981 1.20783 -0.84717
P -1.54381 0.84665 -1.57714
Cl 1.02828 1.83895 -2.64073
Br 0.65612 3.91922 0.36055
Br -3.09191 0.16130 -0.20715
Br -1.18303 -1.09380 -2.85001
H -0.14474 -0.22948 0.24316
```

Kohn-Sham gap (spin up / spin down) ... 7.15 / 7.15 eV
ΔE to the lowest compared entry with this formula, charge and spin ... 142.7 kJ/mol
Total charge ... 0

***

Record 4
Computed, not measured: a molecular structure, Br4O3P in a non-equilibrium geometry, with ωB97M-V/def2-TZVPD.

```
8
Properties=species:S:1:pos:R:3
O -0.27527 0.06950 -0.98937
O 1.53521 -0.13755 0.83465
O -0.42303 -1.77898 0.88487
P 0.09890 -0.27086 0.78219
Br -1.30711 1.14975 1.34760
Br 0.23442 1.54775 -1.53589
Br -2.26980 -2.13296 0.87234
Br 2.40668 1.55337 -2.19638
```

Kohn-Sham gap ... 8.28 eV
ΔE to the lowest compared entry with this formula, charge and spin ... 0.0 kJ/mol
Total charge ... +1

***

Record 5
Computed, not measured: Br5HSi2 in the gas phase in a non-equilibrium geometry, with ωB97M-V/def2-TZVPD.

```
8
Properties=species:S:1:pos:R:3
Si -0.37777 -1.25961 -0.32611
Si 0.44195 1.01553 -0.04639
Br -2.45036 -0.98016 -0.42473
Br 0.43430 -2.26647 1.88945
Br 2.70202 1.10589 0.11600
Br -0.31183 2.50204 -1.55200
Br -0.44846 1.98892 1.78287
H 0.01013 -2.10614 -1.43909
```

2S+1 ... 3
Kohn-Sham gap (spin up / spin down) ... 6.18 / 5.12 eV
ΔE to the lowest compared entry with this formula, charge and spin ... 42.9 kJ/mol
Total charge ... 0

***

Record 6
Computed, not measured: a molecular structure, Br5Hf in a non-equilibrium geometry, with ωB97M-V/def2-TZVPD.

```
6
Properties=species:S:1:pos:R:3
Hf 0.00965 0.21753 -0.44203
Br -0.40803 2.96906 -0.43972
Br 0.90782 -2.56550 -0.48837
Br 2.66535 0.78228 0.55977
Br -2.28380 -0.84780 -1.39366
Br -0.89099 -0.55557 2.20401
```

Kohn-Sham gap ... 7.57 eV
ΔE to the lowest compared entry with this formula, charge and spin ... 152.1 kJ/mol
Total charge ... -1

***

Record 7
Computed, not measured: a molecular structure, BrCa2Zn in a non-equilibrium geometry, with ωB97M-V/def2-TZVPD.

```
4
Properties=species:S:1:pos:R:3
Ca -1.64272 2.02142 1.32012
Ca 1.12483 -0.53206 -2.92891
Zn 0.89260 -1.36018 1.91177
Br -0.37470 -0.12918 -0.30298
```

Kohn-Sham gap ... 7.94 eV
ΔE to the lowest compared entry with this formula, charge and spin ... 0.0 kJ/mol
Total charge ... +5

***

Record 8
Computed, not measured: a molecular structure, BrClFN2O in a non-equilibrium geometry, with ωB97M-V/def2-TZVPD.

```
6
Properties=species:S:1:pos:R:3
N 0.99062 2.41750 1.73350
N 0.73757 2.17879 0.65753
O 1.50568 2.66028 3.05460
F 0.91213 -2.17823 -1.08060
Cl -0.96210 -2.43781 -1.80264
Br -3.18390 -2.64053 -2.56239
```

Kohn-Sham gap ... 7.76 eV
ΔE to the lowest compared entry with this formula, charge and spin ... 110.1 kJ/mol
Total charge ... -1